(1)
Formula: C4H7N2O2
Source: the Open Molecules 2025 dataset
Level of theory: ωB97M-V/def2-TZVPD

Computed properties:
- Net charge: +1
- ΔE to the lowest compared entry with this formula, charge and spin: 0.661 eV

Element x y z (Å)
C1 1.8115 -0.0091 -0.1029
C2 0.9364 -0.3404 -1.0851
C3 1.4348 -0.0263 1.2395
C4 -0.5973 -0.6604 0.6281
N1 0.2254 -0.3590 1.5881
N2 -0.2761 -0.7947 -0.6799
O1 -1.2365 1.4779 -0.5697
O2 -1.8653 -0.8871 0.9942
H1 2.7348 0.4118 -0.5026
H2 1.1940 -0.3120 -2.1842
H3 2.2137 -0.1367 2.1427
H4 -0.9449 2.3902 -0.3246
H5 -1.0078 -0.8238 -1.3173
H6 -2.1697 1.3221 -0.2045
H7 -2.4533 -1.2527 0.3781

(2)
Formula: C4H9NO3
Source: the Open Molecules 2025 dataset
Level of theory: ωB97M-V/def2-TZVPD

Computed properties:
- ΔE to the lowest compared entry with this formula, charge and spin: 2.986 eV
- SMILES: CC(C)(ON)C(=O)O

Element x y z (Å)
C1 0.1633 1.3257 0.8888
C2 0.0426 0.2490 -0.1823
C3 -0.2884 0.8378 -1.5513
O1 1.1939 -0.5708 -0.3301
N1 1.3455 -1.3979 0.8960
C4 -1.0678 -0.8140 0.2304
O2 -1.9981 -0.5243 0.9359
O3 -1.0821 -1.9061 -0.5588
H1 -0.7795 1.8634 0.9462
H2 0.9813 2.0041 0.6516
H3 0.3250 0.9030 1.8794
H4 -0.2531 0.0710 -2.3224
H5 0.4564 1.5875 -1.8104
H6 -1.2800 1.2827 -1.5261
H7 0.7486 -2.1412 1.2550
H8 1.7277 -0.8184 1.6408
H9 -0.2351 -1.9517 -1.0426

(3)
Formula: C24H56N4O5
Source: the Open Molecules 2025 dataset
Level of theory: ωB97M-V/def2-TZVPD

Computed properties:
- Net charge: +2

Element x y z (Å)
C1 -2.5903 5.1951 -2.0974
O1 -1.3197 4.8054 -2.6264
C2 -1.2151 3.5915 -3.3525
C3 0.2164 3.4830 -3.7540
N1 1.0529 3.4509 -2.4846
H1 0.5763 4.0819 -1.8155
H2 0.7766 2.5769 -2.0251
C4 2.5669 3.6729 -2.4847
C5 3.0690 3.8845 -1.0872
O2 3.1850 2.6192 -0.5502
C6 3.3548 2.7024 0.8503
H3 -2.2806 6.0279 -1.4018
H4 -3.1272 4.4142 -1.5540
H5 -3.3375 5.7347 -2.6994
H6 -1.8077 3.6370 -4.2777
H7 -1.5175 2.6974 -2.7725
H8 0.5251 4.3470 -4.3420
H9 0.3730 2.5727 -4.3069
H10 2.7826 4.5406 -3.1338
H11 3.0255 2.8037 -2.9539
H12 2.4296 4.6025 -0.4724
H13 4.1110 4.2310 -1.2344
H14 2.6568 3.4340 1.3020
H15 4.3990 2.9452 0.9559
H16 3.1754 1.6953 1.2567
C7 -1.0519 -3.3610 1.3269
C8 -0.2024 -4.5612 0.8044
C9 0.6814 -4.2030 -0.4123
C10 -0.0919 -3.5290 -1.5647
N2 0.6404 -3.4640 -2.8888
C11 0.8964 -4.7996 -3.5639
C12 0.8576 -4.6582 -5.0881
C13 0.5157 -3.1632 -5.3109
C14 -0.1472 -2.7486 -3.9710
C15 1.8802 -2.6214 -2.6684
H17 -0.4790 -2.4862 1.4124
H18 -1.4552 -3.5906 2.3309
H19 -1.8300 -2.9659 0.6487
H20 -0.9841 -5.2805 0.5308
H21 0.3798 -4.9221 1.5996
H22 1.1533 -5.1144 -0.6689
H23 1.5018 -3.5828 -0.0442
H24 -0.2957 -2.4812 -1.4001
H25 -1.0464 -4.0917 -1.7889
H26 1.7896 -5.1537 -3.1079
H27 0.0210 -5.3939 -3.3992
H28 1.7875 -4.8509 -5.6094
H29 0.0435 -5.2765 -5.4327
H30 1.3986 -2.5991 -5.5215
H31 -0.1729 -2.8646 -6.1214
H32 -0.2402 -1.6777 -3.7842
H33 -1.2041 -3.1636 -4.0315
H34 2.4979 -2.6452 -3.6026
H35 2.4801 -2.9703 -1.8569
H36 1.4050 -1.7013 -2.5771
C16 -5.1549 -0.3194 3.4177
C17 -3.7640 -0.8453 3.4091
C18 -2.7838 0.3281 3.6511
C19 -1.3992 -0.1515 3.2022
N3 -0.2964 0.7137 3.7706
C20 1.0649 0.2435 3.1752
C21 2.1322 0.9669 4.0250
C22 1.4925 1.0225 5.4247
C23 0.0043 0.5957 5.2619
C24 -0.5526 2.1191 3.4696
H37 -5.9331 -1.0696 3.1431
H38 -5.2615 0.5273 2.7641
H39 -5.4709 0.0323 4.4225
H40 -3.5282 -1.3278 2.4378
H41 -3.5764 -1.5731 4.2030
H42 -2.7304 0.7213 4.6789
H43 -3.1369 1.1138 2.9517
H44 -1.3537 -0.1141 2.1007
H45 -1.2118 -1.1416 3.4741
H46 1.0766 0.5553 2.1248
H47 1.1889 -0.8345 3.3536
H48 2.2962 1.9850 3.5360
H49 3.1364 0.4996 4.0517
H50 1.5264 2.0618 5.7725
H51 2.0199 0.3723 6.1388
H52 -0.6889 1.3019 5.7567
H53 -0.2029 -0.4280 5.5620
H54 -0.7552 2.2910 2.3757
H55 0.3304 2.6784 3.6843
H56 -1.3617 2.4960 4.0339
N4 0.2503 0.3274 -0.6426
O3 0.2878 1.4220 -0.0154
O4 0.0841 -0.7266 -0.0229
O5 0.4625 0.3310 -1.8694

| no. | LUMO (eV) |
| --- | --- |
| 1 | -5.01 |
| 2 | 0.77 |
| 3 | -3.76 |